(1)
Computed, not measured: a structure of composition C12H11GaO4P at a distorted geometry, with ωB97M-V/def2-TZVPD.

relative energy (zero: lowest compared OMol25 entry of this formula, charge and spin): 48.29 kcal/mol
orbital gap (alpha / beta): 4.574 / 4.793 eV
total charge: +3

Each line ends with the Mulliken charge.
Geometry (Å):
O 0.279 -3.054 -1.803  -0.043
C 0.709 -1.969 -1.789  0.378
Ga 1.136 -0.077 -1.778  0.947
O -3.434 0.034 -5.414  -0.115
C -3.189 0.092 -4.295  0.119
C 3.183 -0.226 -3.634  0.134
O 3.826 -0.189 -4.569  0.018
C 1.061 1.834 -1.923  0.435
O 0.826 2.961 -2.103  -0.029
C -1.997 -1.041 -0.358  -1.079
P -0.721 0.234 -0.205  0.418
C -1.745 1.730 -0.085  -1.201
C 0.156 -0.101 1.370  1.129
C 1.145 -1.102 1.426  0.057
C 1.998 -1.212 2.522  -0.960
C 1.867 -0.340 3.598  -0.486
C 0.880 0.652 3.567  -0.701
C 0.032 0.784 2.458  -0.424
H -2.598 -0.812 -1.250  0.395
H -2.679 -1.019 0.502  0.419
H -1.542 -2.032 -0.441  0.435
H -2.356 1.751 0.828  0.459
H -1.107 2.614 -0.112  0.503
H -2.427 1.799 -0.942  0.407
H 1.298 -1.806 0.599  0.157
H 2.772 -1.978 2.530  0.432
H 2.534 -0.442 4.457  0.456
H 0.791 1.326 4.415  0.432
H -0.702 1.589 2.429  0.307



(2)
Computed, not measured: a structure of composition C12H11GdNO6P2 at a distorted geometry, with ωB97M-V/def2-TZVPD.

2S+1: 8
orbital gap (alpha / beta): 7.424 / 4.624 eV
total charge: +3

Each line ends with the Mulliken charge.
Geometry (Å):
N 2.002 -3.187 1.815  -0.369
C 1.920 -1.911 1.197  0.348
C 3.029 -1.337 0.343  -0.700
C 2.973 -0.023 -0.311  -0.743
C 1.719 0.801 -0.166  0.524
C 1.551 2.186 -0.833  -0.708
C 1.931 3.284 0.293  0.047
O 3.085 3.418 0.541  -0.225
C 0.592 0.234 0.667  0.220
C 0.655 -1.086 1.360  0.549
C -0.589 -1.563 2.204  -0.074
O -0.477 -2.152 3.244  -0.354
C -1.980 -1.159 1.591  -0.282
C -2.040 0.055 0.937  -0.061
P -3.600 0.685 0.088  -0.109
P -3.085 0.262 -2.010  0.992
O -1.592 0.746 -2.204  -0.560
O -4.088 0.985 -3.074  -0.374
O -3.106 -1.462 -2.133  -0.385
C -0.779 1.005 0.857  0.413
O -0.862 2.194 0.967  -0.441
H 1.284 -3.812 1.415  0.303
H 2.935 -3.567 1.586  0.335
H 3.954 -1.963 0.207  0.337
H 3.803 0.418 -0.915  0.512
H 2.110 2.315 -1.795  0.610
H 0.458 2.364 -1.079  0.144
H 1.104 3.845 0.834  0.421
H -2.876 -1.822 1.680  0.541
H -3.695 2.101 0.214  0.211
H -3.527 1.172 -3.867  0.372
H -2.384 -1.757 -1.511  0.269
Gd -0.424 -1.268 -2.143  1.238



Question: Look up the total charge of the second one.
Answer: +3



Repeat the second record exactly.
Computed, not measured: a structure of composition C12H11GdNO6P2 at a distorted geometry, with ωB97M-V/def2-TZVPD.

2S+1: 8
orbital gap (alpha / beta): 7.424 / 4.624 eV
total charge: +3

Each line ends with the Mulliken charge.
Geometry (Å):
N 2.002 -3.187 1.815  -0.369
C 1.920 -1.911 1.197  0.348
C 3.029 -1.337 0.343  -0.700
C 2.973 -0.023 -0.311  -0.743
C 1.719 0.801 -0.166  0.524
C 1.551 2.186 -0.833  -0.708
C 1.931 3.284 0.293  0.047
O 3.085 3.418 0.541  -0.225
C 0.592 0.234 0.667  0.220
C 0.655 -1.086 1.360  0.549
C -0.589 -1.563 2.204  -0.074
O -0.477 -2.152 3.244  -0.354
C -1.980 -1.159 1.591  -0.282
C -2.040 0.055 0.937  -0.061
P -3.600 0.685 0.088  -0.109
P -3.085 0.262 -2.010  0.992
O -1.592 0.746 -2.204  -0.560
O -4.088 0.985 -3.074  -0.374
O -3.106 -1.462 -2.133  -0.385
C -0.779 1.005 0.857  0.413
O -0.862 2.194 0.967  -0.441
H 1.284 -3.812 1.415  0.303
H 2.935 -3.567 1.586  0.335
H 3.954 -1.963 0.207  0.337
H 3.803 0.418 -0.915  0.512
H 2.110 2.315 -1.795  0.610
H 0.458 2.364 -1.079  0.144
H 1.104 3.845 0.834  0.421
H -2.876 -1.822 1.680  0.541
H -3.695 2.101 0.214  0.211
H -3.527 1.172 -3.867  0.372
H -2.384 -1.757 -1.511  0.269
Gd -0.424 -1.268 -2.143  1.238